{"formula": "C8H4F15NaO18S5", "method": "ωB97M-V/def2-TZVPD", "species": ["H", "F", "O", "Na", "O", "O", "F", "S", "F", "O", "O", "C", "F", "F", "O", "O", "O", "C", "C", "O", "F", "O", "F", "O", "F", "F", "F", "F", "F", "O", "H", "F", "F", "O", "S", "C", "O", "O", "H", "C", "S", "C", "O", "H", "O", "C", "S", "O", "C", "S", "F"], "xyz": [[-0.198795, -1.735337, 0.178951], [-3.069044, -2.887183, -0.268306], [1.331598, 0.794174, 4.100504], [-0.569273, 1.079685, -0.263832], [1.427329, -0.246910, -3.452859], [1.735532, 0.292088, -0.110928], [-5.116875, -2.555498, -0.863751], [0.321060, 1.732311, 3.674100], [0.995819, -3.018774, -2.904484], [-0.758722, -0.156178, -4.545338], [3.700808, -0.996882, -0.827271], [0.035806, -2.410692, -3.615882], [-0.607809, 4.785712, -0.151783], [-4.565354, -2.465897, 1.220407], [0.528700, -5.563277, -0.306004], [-0.177642, 3.332695, -3.575068], [3.757043, 1.463419, -0.853693], [0.391065, -4.550616, 0.314610], [0.076713, 4.340927, -1.237885], [-0.473499, -4.456106, 1.365077], [2.470883, 3.281238, 4.106122], [-4.097364, -0.087357, -1.574378], [3.322045, -0.775530, 2.137473], [-2.445345, -0.242464, 0.291946], [1.598506, 3.544066, 2.159755], [0.963110, 3.448977, -0.814380], [0.642072, 4.390739, 3.883001], [0.750062, 5.402989, -1.732103], [-1.125105, -2.974644, -3.268593], [-0.314039, 1.489386, 2.400996], [-1.495474, -2.727440, 1.878077], [0.245267, -2.766677, -4.910381], [5.205495, -0.057430, 1.354801], [-0.620466, -0.436485, -2.104069], [3.172208, 0.251065, -0.325489], [-4.148002, -2.134216, -0.018113], [-2.002149, 4.737029, -2.755781], [-4.788359, 0.267631, 0.735336], [1.157478, -1.713384, 1.312719], [-0.482975, -3.112283, 1.848225], [-1.077989, 3.644840, -2.494734], [3.874242, 0.201330, 1.389038], [-0.594237, 2.141725, 4.732095], [-0.023768, -3.074879, 2.841094], [-1.683386, 2.497241, -1.837134], [1.308117, 3.306540, 3.422176], [-3.817729, -0.302883, -0.186586], [1.075173, -3.424911, 0.152684], [0.405977, -2.341472, 0.851258], [0.026801, -0.561527, -3.402290], [3.734483, 1.351137, 2.050675]], "forces_ev_per_angstrom": [[0.19, -0.22, -0.38], [0.07, -0.03, -0.07], [0.08, -0.23, -0.15], [0.08, -0.26, -0.16], [0.29, 0.15, -0.07], [0.35, 0.07, 0.16], [-0.09, -0.01, 0.04], [-0.50, 0.31, 0.67], [0.01, 0.04, 0.06], [-0.12, 0.04, -0.01], [-0.08, 0.01, -0.12], [0.26, 0.09, 0.05], [0.23, -0.02, -0.16], [-0.05, -0.09, 0.27], [0.19, -0.35, -0.14], [0.11, 0.15, -0.09], [0.06, -0.09, 0.02], [-0.03, 0.28, 0.62], [-0.58, 0.25, 0.25], [-0.11, -0.06, -0.39], [0.12, -0.04, 0.15], [0.26, 0.15, -0.27], [0.07, 0.07, -0.05], [-0.26, 0.16, -0.28], [0.14, 0.01, -0.59], [0.09, -0.10, 0.01], [-0.12, 0.11, 0.02], [0.07, -0.01, 0.07], [-0.42, -0.15, 0.12], [0.24, 0.03, -0.20], [-0.11, -0.03, -0.02], [0.12, -0.01, -0.23], [0.17, -0.01, 0.01], [0.32, 0.01, -0.35], [-0.06, -0.02, -0.02], [0.05, 0.05, -0.16], [0.14, 0.15, 0.17], [0.08, -0.10, -0.17], [0.03, -0.03, 0.02], [0.74, 0.68, 0.17], [-0.47, -0.43, -0.53], [-0.24, -0.06, 0.01], [0.15, -0.09, -0.08], [-0.22, -0.20, 0.02], [0.45, 0.55, 0.34], [-0.15, -0.07, 0.27], [-0.31, -0.26, 0.83], [-0.39, 0.11, -0.29], [-0.38, -0.23, 0.29], [-0.39, -0.38, 0.20], [-0.07, 0.14, 0.14]], "homo_ev": 0.577, "charge": -4, "e_lumo_ev": 7.27, "orbital_gap_ev": 6.7}



{"formula": "C8H5BrF2N3", "method": "ωB97M-V/def2-TZVPD", "species": ["H", "N", "H", "Br", "N", "H", "C", "C", "H", "H", "C", "C", "C", "C", "C", "F", "N", "C", "F"], "xyz": [[1.815763, 0.904668, -0.928679], [-3.707440, -0.444144, -0.548687], [5.106334, -1.956262, -0.317266], [-3.848156, -2.207571, -0.110490], [-1.088885, -0.333101, -0.082962], [-3.403363, 2.319868, 0.829928], [1.395070, -1.017400, -0.271623], [3.223904, -2.392396, 0.269490], [-4.988424, 2.289095, 0.205921], [1.367239, -2.904127, 0.925069], [3.610987, -0.326680, -0.717351], [1.885580, -2.149716, 0.379652], [-4.162495, 1.702998, 0.325184], [4.129375, -1.582761, -0.325739], [2.279407, -0.001367, -0.661850], [3.692205, -3.557963, 0.816504], [-4.130497, 0.491575, -0.004225], [0.007495, -0.698595, -0.146446], [4.394284, 0.640321, -1.147913]], "forces_ev_per_angstrom": [[0.27, 1.18, -0.56], [0.40, -1.09, -1.76], [1.57, 0.25, -0.38], [-0.23, 0.04, 0.56], [0.87, -0.44, 0.08], [0.56, -1.32, -0.08], [0.37, -0.04, 1.96], [0.35, -1.70, 0.80], [-2.77, 0.87, -0.76], [-0.96, -0.15, 0.03], [0.40, -0.38, 0.08], [-0.08, -0.13, -0.82], [1.51, -0.14, 0.87], [-1.38, 1.79, -0.13], [-0.88, -2.11, -0.09], [-0.37, 0.85, -0.40], [0.52, 1.57, 1.10], [-1.17, 0.70, -0.22], [1.02, 0.27, -0.28]], "homo_ev": -12.450, "charge": 1, "e_lumo_ev": -5.93, "orbital_gap_ev": 6.5}



{"formula": "C8H5ClN4O5STi", "method": "ωB97M-V/def2-TZVPD", "species": ["Ti", "C", "S", "O", "H", "N", "C", "C", "O", "O", "O", "H", "N", "C", "C", "N", "C", "C", "O", "H", "C", "H", "N", "Cl", "H"], "xyz": [[0.519829, 0.568315, 0.369566], [-2.841159, 3.030397, -2.191226], [-1.561155, -0.160504, -0.210087], [1.547233, 0.527434, -1.162360], [-1.143880, -0.278488, -3.126756], [-2.475844, 2.137611, -1.258067], [3.211584, -2.509725, -0.207656], [3.405419, -1.116607, -2.271701], [0.332940, 2.230345, 1.376108], [0.682270, 0.171799, 2.321667], [-1.063820, 1.574038, 3.230794], [-1.772448, 1.342637, -4.901083], [3.518712, -3.417080, 0.424086], [-1.864340, 0.963292, -1.551754], [2.835049, -1.372832, -0.984554], [1.945989, -0.586154, -0.498053], [-2.585996, 2.772687, -3.522338], [-1.607597, 0.664145, -2.872714], [1.217276, 2.123987, 3.624466], [-2.720908, 2.325118, -0.289115], [-1.969385, 1.577950, -3.862967], [-3.335040, 3.922721, -1.831924], [3.820276, -0.924432, -3.324310], [0.254092, 1.577146, 2.798952], [-2.881873, 3.495237, -4.269259]], "forces_ev_per_angstrom": [[-0.07, 0.10, -0.37], [0.00, 0.00, -0.02], [0.15, 0.19, 0.16], [-0.18, 0.06, 0.25], [0.01, 0.01, 0.01], [-0.09, -0.04, 0.04], [0.05, -0.05, -0.02], [0.03, -0.12, 0.06], [-0.18, -0.34, 0.09], [-0.19, 0.22, -0.10], [-0.24, -0.01, 0.05], [0.00, 0.01, 0.00], [-0.01, -0.03, 0.02], [0.04, -0.04, -0.11], [-0.11, 0.20, -0.03], [0.06, -0.03, 0.32], [-0.01, 0.01, 0.05], [0.04, 0.02, 0.05], [0.12, 0.08, 0.05], [0.03, 0.00, -0.04], [-0.01, 0.01, 0.00], [0.00, 0.01, -0.03], [0.01, 0.05, -0.02], [0.55, -0.28, -0.40], [0.00, -0.01, -0.01]], "homo_ev": -17.914, "charge": 2, "e_lumo_ev": -10.03, "orbital_gap_ev": 7.9}



{"formula": "C8H5FO3", "method": "ωB97M-V/def2-TZVPD", "species": ["C", "H", "H", "O", "H", "C", "C", "F", "C", "O", "O", "C", "H", "C", "C", "C", "H"], "xyz": [[-0.653618, -1.005271, -0.423401], [1.186484, 0.715569, -2.556137], [-1.442267, 1.615497, 2.985727], [-1.166926, 2.430377, 2.462983], [-1.456319, -1.690603, -0.548855], [0.673053, 0.453518, 0.946305], [0.846809, 0.494783, -1.589423], [0.728054, 2.330877, 3.658973], [0.113522, 2.775314, 2.440737], [2.712410, 2.918721, -0.416936], [0.661803, 3.493261, 1.719340], [1.213217, 0.963433, -0.262135], [-0.634405, -0.919480, 1.727027], [2.001023, 2.041972, -0.204824], [-0.136002, -0.443419, -1.618020], [-0.170473, -0.683259, 0.847973], [-0.381237, -0.949698, -2.597105]], "forces_ev_per_angstrom": [[0.48, 0.23, 0.95], [1.22, 1.08, -0.81], [1.32, 1.57, -0.70], [-0.67, -0.91, 0.04], [-0.63, -0.64, 0.07], [0.67, 0.32, 0.75], [-1.05, -0.87, 1.22], [-0.81, 0.52, -1.85], [-0.55, -2.33, 3.85], [-1.04, -1.29, 0.91], [0.78, 1.11, -1.36], [-1.48, -1.66, -0.56], [-1.11, -1.58, 1.97], [2.03, 2.57, -1.23], [0.24, -1.39, -0.65], [0.61, 2.35, -3.78], [-0.02, 0.91, 1.20]], "homo_ev": -7.916, "e_lumo_ev": -0.73, "orbital_gap_ev": 7.2}



{"formula": "C8H5GaN2O5", "method": "ωB97M-V/def2-TZVPD", "species": ["C", "C", "H", "O", "H", "C", "O", "Ga", "O", "N", "C", "C", "O", "O", "H", "C", "H", "C", "C", "N", "H"], "xyz": [[2.479208, -2.149942, 3.479872], [2.545118, 0.988434, -1.192988], [-0.087189, 1.436992, 1.837865], [3.394081, 1.673630, -0.690274], [2.931073, -3.911036, 2.333040], [1.614366, -0.121138, -1.459803], [-2.039288, -1.156860, -0.966435], [0.282988, -0.005899, 0.499210], [1.634404, -1.045422, -2.250531], [2.496462, -2.998479, 2.390582], [1.744911, -2.477289, 1.396753], [-1.295796, 0.994616, 1.943478], [-3.403335, 1.798834, -3.378889], [-1.854724, 1.678922, 2.705760], [2.995622, -2.385347, 4.394558], [-1.196404, -0.574547, -0.466559], [1.441663, -0.222599, 3.733357], [1.734142, -1.070422, 3.128097], [-2.351390, 2.129871, -3.176625], [1.340242, -1.254665, 1.776098], [1.534933, -2.997977, 0.462759]], "forces_ev_per_angstrom": [[-0.18, 0.03, -0.44], [7.21, 4.40, 0.96], [2.70, -0.07, -1.94], [-6.24, -4.46, -2.60], [0.04, 0.03, 0.17], [-0.95, -2.48, 0.71], [2.65, 2.07, 1.27], [3.68, 1.80, 3.67], [0.19, 2.88, 1.51], [-0.93, 0.28, -0.69], [0.98, 0.14, 0.88], [-3.76, -0.95, 1.41], [-0.05, 0.05, -0.06], [1.35, -0.83, -1.30], [-0.04, 0.01, 0.03], [-5.70, -3.08, -2.41], [0.14, -0.01, -0.30], [0.07, -0.17, -0.83], [0.08, -0.09, 0.10], [-1.39, 0.15, -0.41], [0.17, 0.31, 0.26]], "homo_ev": -15.969, "charge": 2, "e_lumo_ev": -10.64, "orbital_gap_ev": 5.3}



{"formula": "C8H5I2NO", "method": "ωB97M-V/def2-TZVPD", "species": ["H", "O", "N", "C", "H", "C", "C", "I", "C", "H", "C", "C", "H", "C", "C", "H", "I"], "xyz": [[0.617677, -1.592341, 1.939286], [3.012122, -2.028363, 1.276250], [0.806756, -1.097019, 1.095675], [-2.263117, -0.033944, -0.760376], [-0.913514, 2.894969, -0.697979], [-0.043364, 1.153187, 0.235324], [-0.985156, 1.897630, -0.485237], [3.803285, -1.330607, -1.636996], [-1.391656, -0.770399, -0.012240], [-3.171367, -0.654596, -1.020794], [-0.155688, -0.240445, 0.393234], [2.122548, -1.188050, 0.840988], [-1.517669, -1.752818, 0.140302], [-2.104284, 1.322892, -0.996565], [3.293421, -0.718667, 0.290816], [-2.757780, 1.854998, -1.523216], [1.647786, 2.283565, 0.921533]], "forces_ev_per_angstrom": [[-1.05, -0.32, 0.47], [-1.23, -0.02, 0.66], [1.20, 0.87, -1.11], [-2.51, -1.47, 0.11], [0.91, 2.49, 0.00], [1.43, 0.27, -0.01], [0.25, -1.91, 0.60], [-0.16, -0.03, -0.26], [2.54, 2.66, -0.52], [0.87, 1.32, -0.18], [-0.36, 0.88, 0.95], [0.03, -0.21, -0.42], [-0.78, -3.49, 0.50], [2.04, -3.30, 1.79], [0.17, 0.73, -0.31], [-2.66, 2.07, -2.09], [-0.70, -0.53, -0.16]], "homo_ev": -7.960, "e_lumo_ev": 0.23, "orbital_gap_ev": 8.2}